(1)
{
  "formula": "C4H12",
  "method": "ωB97M-V/def2-TZVPD",
  "e_above_lowest_kj_mol": 151.6,
  "e_tot_ha": -159.527248,
  "multiplicity": 1,
  "smiles": "CC.CC",
  "symbols": ["C", "H", "H", "H", "C", "H", "C", "H", "H", "H", "H", "C", "H", "H", "H", "H"],
  "xyz": [[-1.710, 0.524, 1.149], [-2.255, 2.513, 1.675], [0.185, -0.600, -1.399], [0.626, -2.260, -1.979], [-1.483, 1.975, 1.222], [3.051, -0.789, -0.851], [1.069, -1.260, -1.738], [-1.361, 2.158, 0.180], [-2.155, 0.014, 2.107], [-0.400, 2.110, 1.708], [-0.706, -0.137, 0.958], [2.071, -1.177, -0.593], [-2.168, 0.240, 0.222], [1.448, -0.658, -2.670], [2.101, -2.248, -0.128], [1.686, -0.405, 0.137]],
  "lowdin_charge": [-0.23, 0.04, 0.06, 0.07, -0.19, 0.05, -0.21, 0.05, 0.10, 0.12, 0.09, -0.20, 0.04, 0.09, 0.10, 0.06]
}

=====

(2)
{
  "formula": "C4H12",
  "method": "ωB97M-V/def2-TZVPD",
  "e_above_lowest_kj_mol": 49.2,
  "e_tot_ha": -159.566214,
  "multiplicity": 1,
  "smiles": "CC.CC",
  "symbols": ["H", "H", "H", "H", "C", "H", "H", "H", "C", "H", "C", "C", "H", "H", "H", "H"],
  "xyz": [[0.693, -1.088, 2.696], [-1.538, 0.609, 3.138], [0.691, -0.125, -3.904], [-0.185, -1.104, 1.182], [-0.291, -0.958, 2.256], [0.060, 0.171, -0.953], [-0.892, 1.097, 1.577], [-0.907, -1.746, 2.680], [0.983, -0.161, -2.856], [1.207, -1.145, -2.462], [-0.677, 0.536, 2.479], [-0.090, 0.511, -1.990], [0.026, 1.570, -1.739], [0.190, 1.025, 2.919], [1.862, 0.477, -2.779], [-1.131, 0.332, -2.243]],
  "lowdin_charge": [0.05, 0.06, 0.06, 0.04, -0.15, 0.04, 0.05, 0.06, -0.16, 0.06, -0.16, -0.18, 0.06, 0.06, 0.06, 0.06]
}